Entry 1:
Molecular formula: C4H10NO2
Method: DFT, wB97M-V/def2-TZVPD

Atoms and positions in Å:
C 1.384 0.120 -0.746
O 0.228 -0.471 -1.164
C 2.475 0.079 -1.823
H 1.797 -0.390 0.146
H 1.291 1.195 -0.443
H 3.426 0.491 -1.431
H 2.143 0.724 -2.659
H 2.675 -0.911 -2.239
C -2.650 -0.954 0.743
N -1.400 -0.456 0.802
C -1.131 0.662 1.677
O -3.583 -0.580 1.476
H -2.743 -1.795 0.036
H -0.727 -0.533 -0.068
H -1.839 0.609 2.504
H -1.250 1.617 1.141
H -0.096 0.593 2.049

Properties
Gap between HOMO and LUMO = 0.284 hartree
Charge = -1

---

Entry 2:
Molecular formula: C4H10NO2
Method: DFT, wB97M-V/def2-TZVPD

Atoms and positions in Å:
C -2.217 1.380 -0.397
C -1.614 0.200 -0.439
O -0.950 -0.176 -1.566
C -1.622 -0.790 0.694
H -2.760 1.699 0.477
H -2.048 2.081 -1.197
H -0.084 -0.586 -1.352
H -2.197 -0.398 1.527
H -2.020 -1.749 0.392
H -0.597 -0.940 1.033
N 2.859 -0.019 0.850
C 2.001 0.087 -0.297
O 1.335 -1.030 -0.677
H 2.410 -0.619 1.516
H 3.703 -0.506 0.589
H 1.225 0.833 -0.034
H 2.574 0.534 -1.119

Properties
Gap between HOMO and LUMO (spin up / spin down) = 0.351 / 0.225 hartree
2S+1 = 2

---

Entry 3:
Molecular formula: C4H10NO2
Method: DFT, wB97M-V/def2-TZVPD

Atoms and positions in Å:
N -1.760 0.848 0.110
C -0.480 0.073 0.454
C 0.160 0.738 1.725
O 0.004 1.921 1.818
C 0.455 0.130 -0.753
C 1.511 -0.967 -0.775
O 1.026 -2.272 -1.097
H -1.797 1.196 -0.850
H -2.621 0.402 0.406
H -1.686 1.671 0.729
H -0.809 -0.952 0.608
H 0.663 0.025 2.387
H 1.042 1.063 -0.722
H -0.088 0.292 -1.686
H 2.075 -1.081 0.154
H 2.193 -0.723 -1.588
H 0.112 -2.363 -0.920

Properties
Gap between HOMO and LUMO = 0.370 hartree
SMILES string = [NH3+][C@H](C=O)CCO
Charge = +1

---

Entry 4:
Molecular formula: C4H10NO2
Method: DFT, wB97M-V/def2-TZVPD

Atoms and positions in Å:
C 1.840 0.383 0.397
C 0.703 -0.096 1.062
C -1.349 1.250 1.472
C -0.378 -0.938 -2.343
N -0.397 0.139 1.678
O 1.734 -0.860 1.094
O -0.220 -1.005 -0.892
H 1.953 0.422 -0.642
H 2.533 1.147 0.690
H -1.878 1.588 2.377
H -0.786 2.216 1.060
H -1.972 0.755 0.703
H -1.282 -0.385 -2.520
H -0.551 -1.967 -2.752
H 0.380 -0.416 -2.803
H 0.526 -1.683 -0.815
H -0.855 -0.549 2.232

Properties
Gap between HOMO and LUMO = 0.422 hartree
Charge = +1

---

Entry 5:
Molecular formula: C4H10NO2
Method: DFT, wB97M-V/def2-TZVPD

Atoms and positions in Å:
N 0.014 2.254 -0.509
C -0.386 0.846 -0.991
C 0.159 -0.091 0.105
O 0.931 0.458 1.136
C 0.464 -1.446 -0.400
C -0.657 -1.362 0.480
O -0.408 -1.845 1.776
H 0.300 3.039 -1.222
H 0.830 2.005 0.130
H -0.663 2.781 0.083
H -1.556 0.871 -1.138
H 0.155 0.578 -1.915
H 0.732 -0.108 1.924
H 1.453 -1.890 -0.081
H 0.198 -1.817 -1.465
H -1.684 -1.561 0.210
H 0.118 -2.712 1.878

Properties
Gap between HOMO and LUMO = 0.366 hartree
SMILES string = [NH3+]C[C@]1(O)C[C@H]1O
Charge = +1

---

Entry 6:
Molecular formula: C4H10NO2
Method: DFT, wB97M-V/def2-TZVPD

Atoms and positions in Å:
C 1.117 -0.736 0.411
C -0.992 -0.451 -0.449
C 1.268 0.552 -0.369
C -2.104 -0.293 0.485
N -0.245 0.899 -0.685
O 1.752 -1.784 -0.104
O 1.786 1.601 0.418
H 0.927 -0.634 1.550
H -1.087 -0.982 -1.385
H 1.802 0.168 -1.274
H -2.994 -0.898 0.179
H -2.321 0.746 0.543
H -1.927 -0.619 1.528
H -0.569 1.317 -1.553
H -0.673 1.472 0.189
H 1.867 -2.534 0.592
H 2.392 2.177 -0.076

Properties
Gap between HOMO and LUMO (spin up / spin down) = 0.280 / 0.386 hartree
2S+1 = 3
Charge = +1

---

Entry 7:
Molecular formula: C4H10NO2
Method: DFT, wB97M-V/def2-TZVPD

Atoms and positions in Å:
O 1.516 0.713 -0.888
C 1.588 -0.640 -0.881
C 1.202 -0.709 0.782
N -0.296 -1.090 0.749
C -1.106 0.134 0.450
C -1.343 0.567 -1.001
O 2.469 -1.412 -1.049
H 0.130 -0.909 -0.932
H 2.092 1.385 1.414
H 1.214 0.173 1.509
H -1.955 0.722 0.970
H 1.822 -1.562 1.045
H -2.112 -0.254 0.926
H -0.743 0.997 1.080
H -1.184 -0.309 -1.638
H -2.439 0.739 -1.133
H -0.855 1.455 -1.403

Properties
Gap between HOMO and LUMO (spin up / spin down) = 0.192 / 0.225 hartree
2S+1 = 2
Charge = +2

---

Entry 8:
Molecular formula: C4H10NO2P
Method: DFT, wB97M-V/def2-TZVPD

Atoms and positions in Å:
C 2.241 1.471 0.420
N 1.653 0.550 -0.209
C 1.567 -0.777 0.331
C 0.211 -1.405 -0.077
O -0.783 -0.929 0.796
P -1.739 0.214 0.275
C -2.289 -0.246 -1.252
O -1.040 1.613 0.198
H 2.308 2.376 -0.120
H 2.602 1.481 1.445
H 1.717 -0.784 1.499
H 2.280 -1.442 -0.199
H -0.041 -1.255 -1.107
H 0.144 -2.528 -0.072
H -1.930 0.513 1.813
H -3.003 0.470 -1.698
H -2.662 -1.235 -1.305
H -1.235 1.913 -0.738

Properties
Gap between HOMO and LUMO = 0.345 hartree
SMILES string = C=NCCO[P@H](=C)O

---

Entry 9:
Molecular formula: C4H10NO2S
Method: DFT, wB97M-V/def2-TZVPD

Atoms and positions in Å:
C 2.187 -0.787 0.791
N 1.382 -0.306 -0.380
C -0.032 0.040 -0.203
C -0.220 1.598 0.041
S -0.279 1.886 1.915
C -0.753 -0.613 0.900
O -1.869 -1.073 0.663
H 1.915 -1.840 0.868
H 1.849 -0.171 1.591
H 3.267 -0.720 0.700
H 1.842 0.444 -0.880
H -0.453 -0.105 -1.175
H -1.284 1.884 -0.097
H 0.475 2.192 -0.527
H -0.274 -0.761 1.882
H -2.376 0.064 -2.453
H -2.474 -1.009 -1.405
O -2.903 -0.725 -2.230

Properties
Gap between HOMO and LUMO = 0.246 hartree
Charge = -1

---

Entry 10:
Molecular formula: C4H10NO2S
Method: DFT, wB97M-V/def2-TZVPD

Atoms and positions in Å:
C -0.827 0.218 -1.348
C -0.289 1.525 -0.696
S -1.127 2.031 0.886
C 0.135 -1.038 -1.376
N 0.288 -1.888 -0.337
C -0.280 -1.622 1.016
O 0.568 -1.347 -2.491
H -1.741 -0.271 -0.965
H -1.064 0.393 -2.421
H 0.790 1.407 -0.510
H -0.497 2.366 -1.372
H 0.593 -2.809 -0.601
H -0.738 -0.595 1.137
H 0.619 -1.191 1.500
H -0.806 -2.512 1.333
H 0.902 2.349 1.945
H 1.723 1.023 2.029
O 1.748 1.960 2.271

Properties
Gap between HOMO and LUMO = 0.245 hartree
Charge = -1

---

Entry 11:
Molecular formula: C4H10NO2S
Method: DFT, wB97M-V/def2-TZVPD

Atoms and positions in Å:
O -0.177 -2.551 1.827
C -0.437 -1.542 1.194
N 0.268 -1.160 0.101
C -0.082 0.030 -0.739
C -0.281 1.284 0.171
S 0.744 2.696 -0.491
C -1.370 -0.199 -1.510
H -1.248 -0.845 1.369
H 0.964 -1.713 -0.336
H 0.782 0.286 -1.383
H 0.028 1.114 1.235
H -1.285 1.689 0.161
H -1.145 -0.771 -2.429
H -2.118 -0.644 -0.864
H -1.700 0.825 -1.901
H 2.343 -0.071 1.832
H 2.050 1.084 0.631
O 2.665 0.489 1.132

Properties
Gap between HOMO and LUMO = 0.247 hartree
Charge = -1

---

Entry 12:
Molecular formula: C4H10NO2S
Method: DFT, wB97M-V/def2-TZVPD

Atoms and positions in Å:
C 1.107 0.095 0.834
C 0.665 -1.160 -1.311
C -0.319 0.812 0.740
C -1.414 -0.183 0.488
N 1.465 -0.131 -0.570
O -0.343 1.852 -0.228
O -1.371 -1.314 1.184
S -2.645 0.006 -0.782
H 1.944 0.676 1.323
H 0.884 -0.792 1.410
H 0.484 -2.098 -0.854
H 0.723 -1.133 -2.436
H -0.452 1.255 1.734
H 1.638 0.838 -1.047
H 2.471 -0.587 -0.604
H -0.521 2.706 0.143
H -1.683 -2.165 0.879
H -2.632 1.322 -0.903

Properties
Gap between HOMO and LUMO (spin up / spin down) = 0.346 / 0.215 hartree
Charge = +1

---

Entry 13:
Molecular formula: C4H10NO3
Method: DFT, wB97M-V/def2-TZVPD

Atoms and positions in Å:
O 2.245 -1.842 1.114
C 1.883 -1.042 0.234
C 0.560 -1.160 -0.524
C -0.066 0.188 -0.210
C -1.335 0.603 -1.038
O -1.441 1.933 -1.022
N -0.302 -2.317 -0.058
H 2.331 -0.016 0.325
H 1.004 -1.267 -1.543
H 0.612 0.983 -0.424
H -0.371 0.447 0.856
H -1.265 0.063 -1.999
H -2.212 0.123 -0.524
H -1.190 -2.010 0.379
H 0.191 -2.783 0.711
H -1.743 2.783 1.493
H -1.026 2.533 0.129
O -0.863 2.888 1.187

Properties
Gap between HOMO and LUMO = 0.278 hartree
Charge = -1

---

Entry 14:
Molecular formula: C4H10NO3
Method: DFT, wB97M-V/def2-TZVPD

Atoms and positions in Å:
C 2.146 0.654 0.578
C 1.092 0.745 -0.483
N 0.162 -0.214 -0.520
C -0.001 -1.335 0.384
C -0.790 -0.955 1.736
O -1.619 -1.858 2.224
O 1.069 1.691 -1.283
H 2.432 -0.370 0.832
H 1.774 1.029 1.533
H 3.043 1.208 0.308
H -0.548 -0.042 -1.238
H -0.420 -2.203 -0.144
H 0.950 -1.776 0.708
H 0.095 -0.645 2.356
H -1.370 -0.052 1.438
H -1.250 0.812 -3.080
H -1.626 1.823 -2.007
O -1.705 0.882 -2.235

Properties
Gap between HOMO and LUMO = 0.212 hartree
Charge = -1

---

Entry 15:
Molecular formula: C4H10NO3
Method: DFT, wB97M-V/def2-TZVPD

Atoms and positions in Å:
C -0.664 0.325 1.753
N 0.535 0.220 0.777
C 1.593 1.245 -1.089
C 0.281 0.658 -0.580
C -0.067 -0.395 -1.667
O -0.063 0.030 -2.826
O -0.475 -1.505 -1.253
H -1.192 1.289 1.606
H -0.203 0.484 2.631
H -1.296 -0.687 1.835
H 1.007 -0.754 0.779
H 1.464 2.319 -1.190
H 2.460 1.078 -0.354
H 1.860 0.818 -2.040
H -0.610 1.184 -0.464
H -0.746 -2.297 0.535
H -2.247 -1.788 0.517
O -1.637 -2.225 1.028

Properties
Gap between HOMO and LUMO = 0.284 hartree
Charge = -1

---

We obtain energy above the lowest of the compared OMol25 structures with the same formula, charge and spin values of 37.0, 31.8, 54.3, 101.4, 74.6, 29.5, 382.3, 98.3, 63.0, 39.8, 29.9, 107.8, 78.3, 62.5, 61.0 kcal per mole for the records listed above, in that order.
We obtain E_tot values of -363.6654, -363.5376, -363.3491, -363.2740, -363.3168, -363.1948, -362.2821, -704.9061, -761.8211, -761.8581, -761.8737, -761.4217, -438.8604, -438.8856, -438.8880 hartree for the records listed above, in that order.